[1]
C53H53N2O9P2STeZr | the ωB97M-V functional and the def2-TZVPD basis

Each line ends with the Mulliken charge.
Element x y z (Å)
Zr -1.89248 -2.45274 -0.28152  1.587
O -6.26710 -1.12969 6.94644  -0.455
C -5.88086 -0.66834 5.69181  0.281
O -6.08217 0.55570 5.54907  -0.477
C -5.74715 -1.88081 4.62516  0.287
C -6.61616 -2.82886 4.14628  -0.238
C -6.21076 -4.02463 3.40438  -0.490
C -4.92933 -3.96527 2.97894  -0.382
C -4.17159 -2.70764 3.04793  0.347
N -4.65789 -1.74812 3.80531  -0.450
C -3.00003 -2.57411 2.01621  0.947
O -1.95911 -1.79228 1.74614  -0.442
O -3.30257 -3.44870 1.19239  -0.691
H -5.44811 -1.27371 7.51305  0.345
H -7.68425 -2.57558 4.19642  0.318
H -6.69462 -4.99753 3.43934  0.404
H -4.48569 -4.79081 2.46117  0.447
O -0.23049 5.03169 1.59118  -0.788
P 0.92921 5.38761 2.52397  1.471
C 1.32411 3.95629 3.65252  -1.113
P 1.82250 2.46564 2.71771  1.198
O 1.24809 2.41664 1.33439  -0.905
C 1.21108 1.02633 3.64684  0.397
C -0.05435 0.39623 3.40730  -1.151
C -0.72096 -0.17921 4.51650  -0.093
C -0.15718 -0.05852 5.76616  -0.627
C 1.24028 0.08774 5.82646  -0.509
C 1.94684 0.57176 4.72806  -0.948
C 3.63611 2.53196 3.07161  0.690
C 4.50022 2.56684 1.97955  -0.542
C 5.78838 3.06926 2.16557  -0.641
C 6.00089 3.85348 3.28012  -0.508
C 5.26769 3.54991 4.48428  -0.928
C 4.06916 2.84859 4.40186  -0.537
C 0.16838 6.64171 3.76741  0.201
C -1.23625 6.31258 4.04796  -0.523
C -1.71260 6.49181 5.31335  -0.517
C -0.99452 7.17085 6.26289  -0.235
C 0.30386 7.70041 5.98738  -0.601
C 0.95246 7.34064 4.76063  -0.310
C 2.33128 5.84207 1.48689  0.411
C 2.46557 5.04397 0.35898  -0.475
C 3.43082 5.51722 -0.46492  -0.949
C 4.65593 5.85280 0.10797  -0.312
C 4.61538 6.57257 1.33567  -0.690
C 3.34913 6.76644 1.88634  -0.678
H 0.36310 3.68293 4.17000  0.554
H 2.02740 4.31501 4.44024  0.624
H -0.52522 0.59721 2.46488  0.580
H -1.67845 -0.63111 4.38543  0.460
H -0.79141 -0.09026 6.65794  0.401
H 1.69301 -0.21871 6.75867  0.404
H 3.03255 0.55778 4.81179  0.859
H 4.19569 2.21213 0.97600  0.441
H 6.57545 3.07515 1.35765  0.349
H 6.75453 4.64631 3.35560  0.380
H 5.72386 3.71891 5.41935  0.466
H 3.49034 2.51765 5.26728  0.551
H -1.81261 5.97067 3.18553  0.457
H -2.79058 6.54513 5.47829  0.278
H -1.53552 7.52236 7.17411  0.310
H 0.85172 8.34627 6.67568  0.367
H 1.95781 7.64036 4.52585  0.278
H 1.98339 4.08334 0.24660  0.619
H 3.31887 5.42649 -1.54213  0.413
H 5.59759 5.56043 -0.34058  0.460
H 5.45601 7.17669 1.73602  0.434
H 3.09054 7.63818 2.46643  0.511
O -3.17657 -0.67045 -0.59688  -0.472
H -2.68281 -0.67795 -1.43013  0.371
H -3.97421 -0.22785 -0.49089  0.172
O -1.53419 -1.55043 -1.95302  -0.985
S 2.26442 -1.67407 0.00705  -0.083
C 0.82052 -2.33341 -0.32621  -0.147
C -3.60648 -6.13480 -2.18759  -1.370
C -2.53384 -5.03774 -2.35367  0.704
O -2.65288 -4.20000 -1.31306  -0.614
N -1.87989 -5.17703 -3.46804  -0.636
Te -1.02850 -3.38256 -3.92007  0.634
C 0.86334 -4.36756 -3.95709  0.179
C 1.37628 -4.94375 -2.73584  0.414
C 0.52697 -5.25285 -1.50343  -0.520
C 2.65102 -5.41889 -2.61005  -0.960
C 3.36519 -5.74167 -3.75382  0.743
C 4.71180 -6.38202 -3.54306  -1.437
C 2.80137 -5.38467 -4.97168  -0.690
C 1.57050 -4.72665 -5.12109  1.007
C 0.84735 -4.49878 -6.44469  -1.157
C -1.16210 -1.46354 -5.57179  -1.231
C -0.13247 -0.77806 -6.15248  1.468
C 1.28564 -0.89839 -5.57186  -1.170
C -0.33662 0.39732 -6.96285  -0.954
C -1.58703 0.61323 -7.52113  0.815
C -2.11339 1.67064 -8.50387  -1.269
C -2.49521 -0.39315 -7.28159  -0.936
C -2.37689 -1.32803 -6.27212  1.131
C -3.67591 -2.13100 -6.02929  -1.583
H -4.55651 -5.55715 -2.04524  0.287
H -3.42866 -6.43796 -1.14718  0.291
H -3.68588 -6.96631 -2.86569  0.293
H -0.12464 -4.40479 -1.21785  -0.504
H 1.28292 -5.60351 -0.76078  0.451
H -0.16298 -6.11301 -1.72602  0.234
H 2.94515 -5.72003 -1.58339  0.101
H 4.89167 -6.42417 -2.47356  0.319
H 5.54044 -5.84197 -4.08260  0.307
H 4.60509 -7.37603 -3.92275  0.323
H 3.39296 -5.57705 -5.89003  0.240
H 1.54315 -4.64624 -7.30118  0.345
H 0.35231 -3.49405 -6.47614  0.114
H -0.01299 -5.20373 -6.62310  0.231
H 1.97803 -1.35082 -6.28966  0.269
H 1.21506 -1.61399 -4.67207  0.020
H 1.70121 0.12665 -5.29429  0.429
H 0.49599 1.06453 -7.07646  0.420
H -1.99524 2.71786 -8.17380  0.322
H -3.19476 1.53625 -8.71296  0.299
H -1.56274 1.57790 -9.44703  0.254
H -3.42608 -0.37260 -7.79977  0.298
H -3.75309 -2.60532 -4.99121  0.143
H -3.72202 -2.90734 -6.78746  0.285
H -4.55300 -1.47812 -6.19333  0.484

For the calculated total energy, the calculation gives -4233.69171 a.u. Its LUMO energy (spin up / spin down) is 0.9438 / 0.9438 eV. As for the gap between HOMO and LUMO (spin up / spin down): 2.8 / 2.8 eV. As for the net charge: -1.

[2]
C40H48AsF6N3OPSbV | the ωB97M-V functional and the def2-TZVPD basis

Each line ends with the Mulliken spin population.
Element x y z (Å)
V -0.19213 -0.11632 0.13601  2.110
C 3.68999 -2.60643 -4.04381  -0.001
C 4.00090 -1.33101 -3.59948  0.003
C 3.50324 -0.87443 -2.39110  -0.006
C 2.69708 -1.71185 -1.63024  0.008
C 2.36564 -2.98660 -2.08803  -0.005
C 2.87216 -3.43615 -3.29166  0.000
P 1.96717 -1.22004 -0.05094  -0.024
C 2.69873 -2.31828 1.19990  -0.034
C 2.29788 -2.07605 2.51327  0.014
C 2.86783 -2.78562 3.55026  0.005
C 3.83218 -3.74635 3.27882  -0.002
C 4.21545 -4.00269 1.97176  0.001
C 3.65742 -3.28947 0.92443  -0.003
C 2.54443 0.37596 0.54069  -0.019
C 3.78822 0.78540 0.99810  -0.029
C 3.85117 1.95860 1.72811  0.031
C 2.69145 2.66237 2.02120  -0.019
C 1.44934 2.22160 1.57879  -0.032
C 1.35614 1.06798 0.80673  -0.073
H 4.09041 -2.96243 -4.97928  0.000
H 4.64380 -0.69346 -4.18760  -0.001
H 3.74782 0.11135 -2.01820  -0.001
H 1.72837 -3.61775 -1.47980  0.001
H 2.64190 -4.43265 -3.63278  0.000
H 1.54427 -1.31752 2.71212  0.012
H 2.55440 -2.59666 4.56525  0.000
H 4.27762 -4.30393 4.08829  0.000
H 4.94928 -4.76913 1.76406  0.000
H 3.97381 -3.48943 -0.09023  -0.001
H 4.66965 0.18956 0.82002  0.000
H 4.79908 2.30008 2.11308  0.002
H 2.75394 3.56428 2.61485  0.000
H 0.56057 2.78608 1.85714  0.003
C -4.34620 1.18672 -1.29897  -0.002
C -3.23645 2.15602 -1.67276  -0.011
C -2.68176 1.83849 -3.05171  0.004
Sb -1.55925 2.23511 -0.18979  0.029
C -0.59769 4.22431 -0.56014  -0.003
C -1.49652 5.07128 -1.43459  -0.004
C 0.79314 4.14640 -1.15993  0.000
C -2.55300 2.83844 1.73569  -0.005
C -3.06886 4.26896 1.70609  -0.001
C -3.68146 1.90385 2.14122  -0.002
H -5.15026 1.27738 -2.03044  0.000
H -4.76119 1.40113 -0.31646  0.000
H -4.00461 0.15266 -1.31666  -0.001
H -3.62987 3.17792 -1.66064  -0.001
H -2.32519 0.80787 -3.10185  0.001
H -1.85934 2.50032 -3.31618  -0.002
H -3.47343 1.95651 -3.79243  0.000
H -0.52462 4.66359 0.43754  0.000
H -1.53972 4.64691 -2.43369  0.000
H -1.07455 6.07353 -1.50044  -0.001
H -2.50460 5.16815 -1.03755  0.001
H 0.72054 3.85269 -2.20134  0.000
H 1.43883 3.45728 -0.61564  0.000
H 1.25723 5.13203 -1.12427  0.000
H -1.73642 2.74993 2.46361  0.000
H -3.83405 4.38329 0.93989  0.000
H -2.28289 5.00004 1.53260  0.000
H -3.52810 4.49828 2.66797  0.000
H -4.60975 2.17729 1.64360  0.000
H -3.85112 1.97228 3.21524  0.001
H -3.45817 0.86406 1.91205  0.000
F -0.89892 -0.45639 2.13418  0.001
As -1.99543 -1.83514 1.56189  0.017
F -1.44679 -2.87283 2.80867  0.000
F -0.62495 -2.38689 0.53163  -0.008
F -2.41458 -0.69786 0.20127  0.001
F -2.99333 -3.01085 0.78178  0.000
F -3.29642 -1.25895 2.53670  0.000
C 6.73135 4.12539 -8.07493  0.000
C 5.40720 3.92218 -7.40755  0.000
C 5.25360 3.06676 -6.32352  0.000
C 4.03904 2.93412 -5.66761  0.000
C 2.93706 3.66231 -6.10140  0.000
N 1.70040 3.65011 -5.43237  0.000
C 1.11888 2.73616 -4.63033  -0.001
O 0.14997 3.02401 -3.95310  -0.002
N 1.65863 1.45031 -4.63646  -0.003
C 1.01329 0.46162 -3.90155  -0.016
C 0.59983 -0.73944 -4.47310  0.023
C -0.14002 -1.61268 -3.69602  -0.011
C -0.41975 -1.28779 -2.38253  0.111
N 0.05145 -0.17827 -1.79989  -0.146
C 0.74298 0.67994 -2.55005  0.112
C 3.07396 4.50704 -7.20011  0.000
C 4.28837 4.62848 -7.84272  0.000
H 7.46521 3.40679 -7.72145  0.000
H 7.10331 5.12844 -7.86678  0.000
H 6.63643 4.03622 -9.15481  0.000
H 6.10369 2.50323 -5.96397  0.000
H 3.96318 2.30136 -4.79381  0.000
H 1.17633 4.51550 -5.47972  0.000
H 2.09015 1.16623 -5.50592  0.000
H 0.83183 -0.97020 -5.49970  -0.003
H -0.51658 -2.53385 -4.10599  0.002
H -1.01614 -1.96225 -1.77468  -0.008
H 1.11562 1.56480 -2.05118  -0.014
H 2.22577 5.08163 -7.54063  0.000
H 4.37783 5.29403 -8.68736  0.000

For the calculated total energy, the calculation gives -6153.05666 a.u. Its LUMO energy (spin up / spin down) is -2.9872 / -3.1239 eV. Its relative energy (zero: lowest compared OMol25 entry of this formula, charge and spin) is 0.7983 eV. As for the gap between HOMO and LUMO (spin up / spin down): 7.8 / 7.7 eV. The spin multiplicity is 3. As for the net charge: +1.

Q: Look up the calculated total energy of the second one.
A: -6153.05666 a.u.

Q: What is the formula in the second record?
A: C40H48AsF6N3OPSbV